Computed, not measured: 13 unconnected molecules or ions with the total composition C68H144F14N9O16S6 in a non-equilibrium geometry, with ωB97M-V with the def2-TZVPD basis set.

CARTESIAN COORDINATES (ANGSTROEM)
C -3.444 4.479 3.834
C -2.582 5.694 3.533
C -1.406 5.286 2.537
N -0.412 6.470 2.237
C -1.166 7.497 1.365
C 0.937 5.996 1.608
C 1.986 7.080 1.863
C 1.541 7.659 3.198
C 0.079 7.155 3.530
H -2.933 3.521 3.738
H -4.240 4.511 3.090
H -3.921 4.495 4.814
H -2.111 6.064 4.444
H -3.222 6.437 3.055
H -1.729 4.936 1.557
H -0.895 4.389 2.887
H -0.457 8.287 1.115
H -2.033 7.989 1.805
H -1.469 6.990 0.449
H 0.621 5.828 0.578
H 1.098 5.035 2.096
H 1.840 7.854 1.109
H 3.028 6.763 1.899
H 1.674 8.737 3.290
H 2.237 7.178 3.886
H -0.499 7.958 3.988
H 0.209 6.421 4.325
C -1.889 3.652 -1.277
C -2.372 4.854 -2.004
C -1.603 5.179 -3.291
N -2.227 6.315 -4.157
C -1.917 7.701 -3.486
C -3.729 6.142 -4.286
C -4.017 6.870 -5.625
C -2.792 6.793 -6.503
C -1.709 6.165 -5.603
H -2.407 3.637 -0.318
H -0.814 3.760 -1.131
H -2.237 2.693 -1.660
H -2.224 5.764 -1.422
H -3.458 4.816 -2.086
H -1.809 4.317 -3.926
H -0.523 5.268 -3.170
H -0.879 7.825 -3.795
H -2.244 7.653 -2.447
H -2.460 8.462 -4.048
H -4.209 6.530 -3.387
H -3.953 5.080 -4.384
H -4.261 7.895 -5.346
H -4.940 6.513 -6.081
H -2.563 7.745 -6.981
H -3.051 6.200 -7.380
H -0.777 6.706 -5.766
H -1.575 5.136 -5.936
C 2.426 -4.069 0.772
C 3.761 -4.369 1.482
C 3.894 -5.897 1.633
N 5.192 -6.240 2.467
C 4.958 -6.006 3.959
C 6.445 -5.479 1.982
C 7.662 -6.356 2.419
C 7.150 -7.823 2.341
C 5.591 -7.723 2.328
H 2.445 -4.497 -0.230
H 2.227 -3.003 0.662
H 1.563 -4.353 1.375
H 3.755 -3.879 2.456
H 4.581 -3.957 0.894
H 3.915 -6.375 0.654
H 3.012 -6.263 2.160
H 5.778 -6.476 4.501
H 4.033 -6.477 4.292
H 4.950 -4.931 4.142
H 6.425 -4.452 2.347
H 6.205 -5.297 0.934
H 7.927 -6.133 3.453
H 8.498 -6.179 1.742
H 7.451 -8.318 3.264
H 7.459 -8.403 1.471
H 5.059 -8.367 3.029
H 5.180 -7.965 1.348
C -4.310 -9.436 -5.296
C -4.506 -7.879 -5.009
C -3.610 -7.304 -3.818
N -4.060 -5.952 -3.317
C -5.348 -6.089 -2.511
C -4.172 -4.946 -4.460
C -4.117 -3.646 -3.733
C -3.112 -3.838 -2.564
C -2.804 -5.374 -2.478
H -4.766 -9.914 -6.163
H -4.339 -10.058 -4.401
H -3.278 -9.576 -5.619
H -5.560 -7.711 -4.784
H -4.243 -7.198 -5.818
H -2.581 -7.251 -4.175
H -3.577 -7.898 -2.904
H -5.300 -5.209 -1.869
H -5.244 -6.925 -1.820
H -6.264 -6.170 -3.097
H -5.073 -5.090 -5.057
H -3.314 -5.149 -5.101
H -5.085 -3.349 -3.331
H -3.787 -2.792 -4.324
H -3.551 -3.570 -1.603
H -2.259 -3.160 -2.603
H -2.730 -5.766 -1.464
H -1.785 -5.450 -2.857
C 2.654 -1.451 -1.638
C 2.099 -0.340 -2.515
C 2.897 0.991 -2.473
N 2.259 2.107 -3.360
C 0.823 2.545 -2.741
C 2.087 1.738 -4.875
C 2.106 3.036 -5.655
C 2.994 3.994 -4.844
C 3.282 3.295 -3.498
H 1.938 -2.271 -1.577
H 2.794 -0.881 -0.720
H 3.642 -1.794 -1.945
H 1.095 -0.065 -2.190
H 1.877 -0.839 -3.458
H 3.935 0.872 -2.784
H 3.097 1.439 -1.499
H -0.039 1.888 -2.856
H 0.518 3.473 -3.226
H 1.049 2.652 -1.680
H 1.163 1.163 -4.931
H 2.843 1.027 -5.207
H 1.070 3.374 -5.668
H 2.529 2.794 -6.630
H 2.507 4.938 -4.599
H 3.904 4.327 -5.343
H 3.311 3.937 -2.617
H 4.263 2.829 -3.588
C -7.033 2.665 4.290
C -6.406 1.527 3.554
C -5.607 1.958 2.346
N -5.169 0.856 1.359
C -4.335 -0.209 2.120
C -4.228 1.363 0.183
C -4.988 1.030 -1.140
C -6.424 0.729 -0.831
C -6.340 0.091 0.584
H -7.455 2.276 5.217
H -7.849 3.162 3.766
H -6.286 3.408 4.570
H -7.163 0.758 3.401
H -5.755 1.027 4.271
H -4.635 2.349 2.645
H -6.050 2.733 1.720
H -3.665 0.258 2.843
H -3.764 -0.878 1.477
H -5.064 -0.808 2.665
H -3.186 1.049 0.136
H -4.128 2.448 0.213
H -4.485 0.174 -1.590
H -5.078 1.879 -1.818
H -6.970 0.178 -1.598
H -6.918 1.697 -0.759
H -6.179 -0.981 0.468
H -7.254 0.153 1.176
C 9.751 -3.246 1.024
C 8.785 -2.748 0.006
C 8.956 -1.255 -0.283
N 8.085 -0.696 -1.433
C 8.658 -1.044 -2.818
C 7.800 0.821 -1.214
C 6.748 1.048 -0.152
C 5.965 -0.297 -0.091
C 6.524 -1.037 -1.307
H 10.720 -3.354 0.536
H 9.469 -4.264 1.293
H 9.802 -2.743 1.989
H 7.794 -3.143 0.229
H 8.914 -3.369 -0.880
H 9.929 -0.863 -0.581
H 8.758 -0.677 0.620
H 9.656 -0.611 -2.882
H 8.037 -0.725 -3.655
H 8.633 -2.134 -2.794
H 7.368 1.131 -2.165
H 8.754 1.296 -0.987
H 6.148 1.938 -0.339
H 7.167 1.271 0.829
H 4.879 -0.228 -0.037
H 6.212 -0.851 0.814
H 6.011 -0.798 -2.239
H 6.477 -2.109 -1.116
C 2.985 -3.650 5.755
C 1.468 -3.810 6.120
C 0.904 -5.300 6.154
N -0.637 -5.466 6.539
C -1.047 -6.941 6.275
C -1.488 -4.732 5.494
C -2.329 -3.672 6.176
C -2.322 -4.168 7.592
C -1.006 -4.853 7.897
H 3.567 -4.425 6.252
H 3.336 -2.680 6.106
H 3.061 -3.660 4.668
H 0.845 -3.281 5.398
H 1.419 -3.336 7.100
H 1.464 -5.877 6.890
H 1.043 -5.867 5.234
H -2.056 -6.879 6.683
H -0.447 -7.492 6.999
H -0.943 -7.137 5.207
H -2.160 -5.430 4.996
H -0.949 -4.367 4.620
H -3.257 -3.778 5.616
H -1.884 -2.677 6.178
H -3.152 -4.854 7.765
H -2.572 -3.443 8.366
H -1.092 -5.786 8.454
H -0.200 -4.163 8.147
C 0.850 0.247 2.081
F 2.085 0.537 1.594
F 0.576 -1.003 1.876
F 0.839 0.571 3.414
S -0.524 1.409 1.199
O -1.686 1.285 2.015
O -0.008 2.798 1.243
O -0.740 0.897 -0.129
C -2.759 0.136 -5.225
F -3.724 -0.493 -5.926
F -3.254 0.346 -3.973
F -1.685 -0.617 -5.141
S -2.340 1.834 -6.077
O -2.525 1.697 -7.559
O -3.280 2.779 -5.455
O -0.974 2.185 -5.667
C 3.344 7.603 -2.146
F 3.616 8.497 -3.147
F 4.166 6.583 -2.268
F 3.475 8.283 -1.055
S 1.499 6.928 -2.347
O 1.604 5.531 -1.818
O 0.638 7.851 -1.518
O 1.217 6.987 -3.791
C -6.923 6.113 1.380
F -7.891 5.559 0.692
F -7.247 7.368 1.589
F -6.713 5.487 2.532
S -5.365 6.037 0.205
O -4.378 7.024 0.765
O -4.880 4.705 0.338
O -5.783 6.402 -1.195
N -2.588 -5.314 1.870
S -1.388 -6.197 1.789
O -0.311 -5.919 2.801
O -1.015 -6.722 0.486
F -2.084 -7.512 2.505
S -1.827 -3.822 1.609
O -0.731 -3.680 0.678
O -1.911 -2.929 2.785
F -3.072 -3.115 0.758

Output
- Spin multiplicity: 1
- LUMO energy: -5.8 eV
- Total charge: +3
- Kohn-Sham gap: 6.3 eV
- Maximum force: 8.50 eV Å⁻¹
- E_HOMO: -12.09 eV